Model w:
Here is 2 unconnected molecules or ions with the total composition C3H9N3O2 from the Open Molecules 2025 dataset. Energies are from ωB97M-V/def2-TZVPD.

Properties
Orbital gap = 10.28 eV
Lowest unoccupied orbital energy = 1.0 eV
Structure (SMILES) = CCC(N)=O.NN=O
E_HOMO = -9.29 eV

Geometry (Å):
C  1.61  -0.88  0.05
C  0.24  -1.37  -0.37
C  -0.91  -0.53  0.30
N  -2.13  -0.75  -0.24
O  -0.77  0.02  1.37
H  2.40  -1.50  -0.37
H  1.69  -0.87  1.14
H  1.75  0.16  -0.30
H  0.12  -1.29  -1.45
H  0.07  -2.40  -0.06
H  -2.92  -0.30  0.19
H  -2.21  -1.08  -1.19
N  0.31  2.42  0.59
N  0.41  2.13  -0.69
O  -0.49  1.41  -1.14
H  1.08  2.97  0.96
H  -0.27  1.85  1.22

=====

Model x:
Here is a single C3H9N3O2 molecule from the Open Molecules 2025 dataset. Energies are from ωB97M-V/def2-TZVPD.

Properties
Orbital gap = 9.63 eV
Lowest unoccupied orbital energy = 1.0 eV
Structure (SMILES) = C[C@]1(O)O[C@@H](N)N1N
E_HOMO = -8.67 eV

Geometry (Å):
C  -1.84  0.08  0.79
C  -0.84  -0.34  -0.25
O  -1.41  -1.07  -1.23
O  0.28  -1.42  0.51
C  1.25  -0.50  0.33
N  2.43  -0.92  -0.23
N  0.23  0.48  -0.66
N  0.26  1.85  -0.29
H  -1.34  0.45  1.68
H  -2.44  -0.79  1.06
H  -2.50  0.84  0.37
H  -0.75  -1.19  -1.92
H  1.43  0.22  1.14
H  2.34  -1.59  -0.98
H  3.30  -0.54  0.11
H  -0.22  2.04  0.59
H  -0.17  2.40  -1.02

=====

Most stable one: model w, least stable one: model x.

=====

Model w:
Here is 2 unconnected molecules or ions with the total composition C3H3ClO2 from the Open Molecules 2025 dataset. Energies are from ωB97M-V/def2-TZVPD.

Properties
Orbital gap (spin up / spin down) = 7.82 / 7.82 eV
Lowest unoccupied orbital energy (spin up / spin down) = -0.1 / -0.1 eV
E_HOMO (spin up / spin down) = -7.95 / -7.95 eV

Geometry (Å):
C  -0.40  -0.52  0.52
C  1.42  1.19  0.41
C  -0.96  -0.72  -0.77
O  -0.46  -0.98  1.58
O  1.93  1.55  -0.58
Cl  1.65  1.73  2.02
H  -0.79  -1.74  -1.28
H  -0.38  0.01  -1.26
H  -2.01  -0.52  -0.64

=====

Model x:
Here is a single C3H3ClO2 molecule from the Open Molecules 2025 dataset. Energies are from ωB97M-V/def2-TZVPD.

Properties
Orbital gap = 10.90 eV
Lowest unoccupied orbital energy = 0.7 eV
Structure (SMILES) = C=COC(=O)Cl
E_HOMO = -10.20 eV

Geometry (Å):
C  1.13  -0.04  0.54
C  0.57  0.79  -0.26
O  -0.87  0.90  -0.22
C  -1.46  -0.31  -0.29
O  -2.62  -0.46  -0.27
Cl  -0.68  -1.88  -0.58
H  0.62  -0.44  1.40
H  2.26  -0.11  0.62
H  1.05  1.56  -0.94

=====

Most stable one: model x, least stable one: model w.

=====

Model w:
Here is 3 unconnected molecules or ions with the total composition C12H24N2O3 from the Open Molecules 2025 dataset. Energies are from ωB97M-V/def2-TZVPD.

Properties
Orbital gap = 8.83 eV
Lowest unoccupied orbital energy = -0.4 eV
E_HOMO = -9.19 eV

Geometry (Å):
C  -1.68  0.64  -0.83
C  -0.85  1.85  -0.64
C  -1.67  -0.15  0.50
C  -3.07  -0.79  0.96
C  -4.21  0.49  0.80
C  -3.22  -2.03  0.01
C  1.25  0.47  -0.01
C  1.46  -0.24  1.32
C  2.71  0.69  -0.46
C  3.25  1.73  0.67
C  3.69  -0.54  -0.70
C  3.02  -1.76  -1.16
H  -2.37  -0.26  -2.85
H  -0.94  -1.72  -1.40
H  -2.42  1.17  -1.19
H  -1.08  -1.24  0.29
H  -0.98  0.22  1.42
H  -2.84  -1.22  1.97
H  -4.08  1.08  1.82
H  -3.92  1.30  -0.11
H  -5.36  0.29  0.53
H  -3.47  -1.28  -0.91
H  -2.14  -2.50  0.01
H  -4.07  -2.66  0.19
H  0.81  2.71  -0.05
H  0.57  -0.12  -0.70
H  2.62  1.18  -1.42
H  2.40  2.42  1.11
H  3.58  0.92  1.64
H  4.21  2.03  0.02
H  4.15  -0.71  0.37
H  4.74  -0.34  -0.99
H  2.26  -2.09  -0.23
H  2.79  -1.87  -2.33
H  3.65  -2.67  -1.04
H  0.62  1.41  2.12
N  -1.27  -0.28  -1.94
N  0.43  1.75  0.08
O  -1.35  2.96  -0.70
O  1.88  -1.34  1.37
O  0.92  0.47  2.45

=====

Model x:
Here is a single C12H24N2O3 molecule from the Open Molecules 2025 dataset. Energies are from ωB97M-V/def2-TZVPD.

Properties
Orbital gap = 9.96 eV
Lowest unoccupied orbital energy = 0.5 eV
Structure (SMILES) = CC[C@H](C)[C@H](N)C(=O)N[C@H](C(=O)O)[C@@H](C)CC
E_HOMO = -9.42 eV

Geometry (Å):
C  -0.38  -3.64  -0.68
C  0.40  -2.31  -0.59
C  0.70  -1.27  -1.82
C  1.93  -0.44  -1.50
C  -0.51  -0.38  -2.24
N  -0.17  0.72  -3.05
C  -1.50  0.00  -1.06
O  -2.40  -0.76  -0.71
N  -1.28  1.26  -0.34
C  -0.32  1.82  0.56
C  0.85  2.73  -0.03
O  1.42  3.51  0.69
O  1.14  2.41  -1.30
C  0.37  0.76  1.49
C  1.27  1.36  2.56
C  -0.64  -0.10  2.23
C  -1.80  0.79  2.84
H  0.14  -4.49  -1.27
H  -0.55  -3.96  0.29
H  -1.33  -3.41  -1.16
H  1.35  -2.63  -0.16
H  0.00  -1.57  0.21
H  0.97  -1.87  -2.72
H  1.77  0.32  -0.78
H  2.29  0.12  -2.45
H  2.67  -1.20  -1.19
H  -0.97  -1.07  -2.93
H  -1.05  1.11  -3.44
H  0.40  0.41  -3.84
H  -2.22  1.33  -0.03
H  -0.89  2.57  1.13
H  0.46  1.82  -1.72
H  1.07  0.11  0.95
H  2.14  1.90  2.17
H  1.53  0.53  3.20
H  0.65  1.98  3.19
H  -0.18  -0.68  3.04
H  -1.10  -0.88  1.59
H  -2.51  1.00  2.10
H  -2.33  0.30  3.67
H  -1.39  1.79  3.10

=====

Model y:
Here is a single C12H24N2O3 molecule from the Open Molecules 2025 dataset. Energies are from ωB97M-V/def2-TZVPD.

Properties
Orbital gap = 9.78 eV
Lowest unoccupied orbital energy = 0.3 eV
Structure (SMILES) = CC[C@H](C)[C@H](NC(=O)[C@@H](N)CC(C)C)C(=O)O
E_HOMO = -9.43 eV

Geometry (Å):
C  -0.67  -4.10  -2.41
C  -1.84  -3.67  -1.51
C  -1.46  -2.56  -0.47
C  -2.61  -2.20  0.45
C  -0.56  -1.39  -1.04
N  -0.03  -0.51  -0.02
C  1.00  0.37  -0.09
O  1.48  0.71  -1.22
C  1.45  1.09  1.12
N  2.84  1.47  1.10
C  0.52  2.27  1.41
C  1.01  3.04  2.69
C  1.01  2.23  3.92
C  2.16  3.98  2.35
C  -1.44  -0.49  -2.07
O  -2.55  -0.71  -2.40
O  -0.70  0.35  -2.73
H  -0.87  -5.08  -2.96
H  0.43  -3.91  -1.96
H  -0.63  -3.45  -3.35
H  -2.75  -3.35  -1.99
H  -2.17  -4.54  -0.82
H  -0.84  -3.06  0.21
H  -2.06  -1.65  1.32
H  -3.33  -1.46  0.04
H  -3.07  -3.07  0.94
H  0.30  -1.75  -1.57
H  -0.39  -0.52  0.96
H  1.24  0.46  1.97
H  3.39  0.59  1.17
H  3.16  2.10  0.40
H  -0.55  2.02  1.61
H  0.43  3.01  0.68
H  0.15  3.82  2.76
H  1.22  2.79  4.87
H  1.76  1.33  3.86
H  0.14  1.63  3.96
H  2.44  4.57  3.30
H  1.95  4.66  1.52
H  3.08  3.32  2.27
H  0.17  0.51  -2.14

=====

Most stable one: model y, least stable one: model w.

=====

Model w:
Here is 22 unconnected molecules or ions with the total composition H44O22 from the Open Molecules 2025 dataset. Energies are from ωB97M-V/def2-TZVPD.

Properties
Orbital gap = 11.08 eV
Lowest unoccupied orbital energy = 0.1 eV
E_HOMO = -11.02 eV

Geometry (Å):
O  4.88  3.27  0.20
H  4.01  2.94  0.46
H  5.44  2.82  0.88
O  -0.63  -3.10  0.82
H  -0.03  -2.69  1.51
H  -1.42  -3.37  1.31
O  -2.95  1.73  -0.28
H  -2.19  2.18  -0.73
H  -2.56  1.63  0.58
O  -0.47  -2.49  -1.99
H  -0.84  -2.61  -1.10
H  -1.20  -2.58  -2.61
O  2.82  1.28  -0.02
H  2.96  1.35  -0.99
H  1.90  1.03  0.08
O  2.71  -2.32  0.57
H  2.40  -2.06  -0.29
H  3.63  -2.52  0.47
O  -7.54  -0.30  0.81
H  -6.79  -0.81  1.08
H  -7.89  -0.61  -0.04
O  -1.67  0.09  1.86
H  -2.11  -0.74  1.93
H  -1.13  0.29  2.67
O  1.00  -2.23  3.07
H  0.90  -1.24  3.09
H  1.87  -2.49  2.72
O  -2.75  -0.63  -2.95
H  -3.70  -0.71  -2.87
H  -2.60  0.10  -2.36
O  0.44  0.71  -4.74
H  -0.13  -0.07  -4.61
H  -0.12  1.36  -4.35
O  -0.58  2.02  -1.70
H  0.02  2.73  -1.47
H  -0.15  1.26  -1.32
O  -6.00  1.71  -0.93
H  -5.12  1.79  -0.57
H  -6.40  1.06  -0.32
O  4.73  3.03  -2.73
H  5.46  3.47  -3.18
H  4.97  3.00  -1.79
O  2.48  1.39  -2.73
H  2.93  2.06  -3.20
H  1.57  1.35  -3.20
O  3.19  0.69  4.44
H  3.79  1.22  4.95
H  3.50  0.49  3.55
O  0.49  0.44  3.66
H  1.42  0.70  3.92
H  0.06  0.26  4.46
O  -1.54  -2.45  4.63
H  -0.78  -2.33  4.05
H  -1.32  -3.28  5.05
O  4.11  -0.09  2.08
H  3.80  0.34  1.26
H  4.06  -0.99  1.76
O  -5.65  -1.02  -2.12
H  -5.52  -0.10  -1.90
H  -6.27  -0.97  -2.88
O  2.16  -1.48  -2.19
H  1.41  -1.77  -2.71
H  2.46  -0.63  -2.53
O  0.32  -0.02  -0.28
H  -0.39  -0.17  0.35
H  0.56  -0.93  -0.58

=====

Model x:
Here is 22 unconnected molecules or ions with the total composition H44O22 from the Open Molecules 2025 dataset. Energies are from ωB97M-V/def2-TZVPD.

Properties
Orbital gap = 9.54 eV
Lowest unoccupied orbital energy = -0.5 eV
E_HOMO = -10.02 eV

Geometry (Å):
O  -1.87  4.68  0.04
H  -1.39  3.90  0.32
H  -1.23  5.19  -0.45
O  -2.87  -1.15  1.55
H  -3.32  -1.87  1.10
H  -1.94  -1.35  1.44
O  0.26  3.18  1.18
H  0.85  3.22  1.94
H  0.54  2.39  0.71
O  1.76  -4.34  2.71
H  2.11  -4.62  1.87
H  1.63  -5.15  3.20
O  1.37  -2.38  -1.23
H  1.04  -3.28  -1.19
H  0.60  -1.86  -1.48
O  -4.29  3.69  0.02
H  -4.57  4.59  0.18
H  -3.34  3.72  0.01
O  0.32  -2.03  2.08
H  0.94  -2.76  2.03
H  0.41  -1.71  2.98
O  1.21  0.17  3.99
H  1.89  0.72  4.37
H  0.47  0.76  3.87
O  4.84  -2.41  1.94
H  4.22  -2.97  1.48
H  4.51  -1.52  1.81
O  -3.27  3.99  -2.91
H  -2.99  4.90  -2.76
H  -2.52  3.46  -2.64
O  -3.66  -1.45  -2.64
H  -3.56  -2.40  -2.58
H  -3.94  -1.29  -3.54
O  -5.12  -0.72  -0.47
H  -4.59  -0.76  -1.26
H  -4.58  -0.25  0.17
O  -2.21  -0.12  3.92
H  -2.51  -0.39  3.05
H  -1.66  0.64  3.76
O  0.25  0.40  0.12
H  -0.28  -0.03  -0.54
H  0.57  -0.32  0.67
O  1.26  -2.05  -4.35
H  2.14  -2.41  -4.22
H  0.91  -1.96  -3.46
O  3.36  -4.25  0.35
H  2.87  -3.70  -0.26
H  3.80  -4.89  -0.21
O  3.58  -0.03  2.01
H  2.75  -0.20  2.46
H  3.52  0.89  1.75
O  -0.67  -0.77  -2.29
H  -1.55  -0.71  -2.67
H  -0.23  0.03  -2.58
O  0.44  1.93  -3.16
H  0.73  2.75  -2.76
H  0.48  2.08  -4.10
O  -0.86  2.10  4.43
H  -1.19  2.08  5.32
H  -1.23  2.89  4.04
O  2.76  -0.15  -1.87
H  2.28  0.53  -1.39
H  2.51  -0.97  -1.45
O  3.12  1.56  -4.83
H  2.76  0.90  -4.24
H  2.37  1.87  -5.33

=====

Most stable one: model w, least stable one: model x.

=====

Model w:
Here is 2 unconnected molecules or ions with the total composition CH5O2 from the Open Molecules 2025 dataset. Energies are from ωB97M-V/def2-TZVPD.

Properties
Orbital gap = 7.56 eV
Lowest unoccupied orbital energy = 4.8 eV
Charge = -1
E_HOMO = -2.73 eV

Geometry (Å):
C  0.92  -0.32  0.40
O  -0.31  -0.81  0.83
H  0.97  0.76  0.67
H  1.77  -0.91  0.78
H  0.97  -0.37  -0.67
H  -1.31  1.14  -1.16
H  -1.16  0.04  -0.06
O  -1.85  0.46  -0.78

=====

Model x:
Here is a molecular structure, CH5O2 from the Open Molecules 2025 dataset. Energies are from ωB97M-V/def2-TZVPD.

Properties
Orbital gap = 8.24 eV
Lowest unoccupied orbital energy = 4.8 eV
Charge = -1
E_HOMO = -3.47 eV

Geometry (Å):
C  0.87  0.21  -0.60
O  -0.30  -0.47  -0.77
H  1.75  -0.39  -0.86
H  1.01  0.59  0.43
H  0.98  1.09  -1.28
H  -1.40  -0.47  1.87
H  -1.04  -0.37  0.14
O  -1.86  -0.17  1.08

=====

Most stable one: model x, least stable one: model w.

=====

Model w:
Here is 2 unconnected molecules or ions with the total composition C6H14O2 from the Open Molecules 2025 dataset. Energies are from ωB97M-V/def2-TZVPD.

Properties
Orbital gap = 10.40 eV
Lowest unoccupied orbital energy = 0.6 eV
Structure (SMILES) = CC(C)CCC=O.O
E_HOMO = -9.77 eV

Geometry (Å):
C  -0.70  2.50  -0.84
C  -1.06  1.03  -0.53
C  -2.15  0.85  0.51
C  0.14  0.11  -0.28
C  0.56  -0.49  -1.64
C  1.77  -1.39  -1.52
O  1.74  -2.54  -1.88
H  0.27  2.73  -0.37
H  -1.29  3.26  -0.34
H  -0.59  2.72  -1.90
H  -1.60  0.73  -1.44
H  -3.12  1.35  0.37
H  -2.47  -0.17  0.74
H  -1.89  1.29  1.50
H  -0.16  -0.71  0.36
H  0.95  0.76  0.07
H  -0.31  -0.97  -2.09
H  0.90  0.30  -2.34
H  2.57  -0.93  -0.91
O  0.12  -0.49  4.73
H  0.50  -1.18  5.31
H  0.18  -0.67  3.80

=====

Model x:
Here is 3 unconnected molecules or ions with the total composition C6H14O2 from the Open Molecules 2025 dataset. Energies are from ωB97M-V/def2-TZVPD.

Properties
Orbital gap = 9.19 eV
Lowest unoccupied orbital energy = 0.6 eV
Structure (SMILES) = C=C/C(C)=C/C.O.O
E_HOMO = -8.58 eV

Geometry (Å):
C  0.47  -1.91  0.02
C  -0.14  -1.02  0.79
C  0.34  0.34  1.13
C  -0.19  1.44  0.31
C  1.43  0.33  1.94
C  2.18  1.63  2.23
H  1.48  -1.93  -0.33
H  0.03  -2.83  -0.46
H  -1.18  -1.03  1.02
H  -1.29  1.34  0.28
H  0.31  1.46  -0.69
H  -0.09  2.41  0.80
H  2.02  -0.56  2.20
H  3.20  1.45  1.89
H  2.17  1.51  3.30
H  1.64  2.42  1.79
O  -1.59  -1.90  -3.44
H  -0.92  -2.30  -2.85
H  -2.39  -1.89  -2.89
O  -2.28  0.51  -2.14
H  -3.19  0.73  -2.13
H  -2.02  -0.20  -2.74

=====

Most stable one: model w, least stable one: model x.